[1]
# C31H39Cl48IN2O3

17 unconnected molecules or ions with the total composition C31H39Cl48IN2O3 at a distorted geometry (the ωB97M-V functional and the def2-TZVPD basis, the Open Molecules 2025 dataset).

Its LUMO energy is -0.707 eV. The net charge is 0. The frontier orbital gap is 9.775 eV. As for the HOMO energy: -0.3852 Eh.

Atoms and positions in Å:
1 C -0.9799 -0.9276 -2.5059
2 C 0.0861 -0.1919 -3.3299
3 C -0.6708 0.6120 -4.4094
4 C 1.0413 -1.2501 -3.9451
5 C 2.5319 -1.0328 -3.6768
6 C 3.2137 -0.0738 -4.6504
7 C 2.8104 -0.6546 -2.2308
8 O 4.2120 -0.8202 -1.9821
9 C 4.5933 -0.9836 -0.6493
10 C 6.0130 -0.5253 -0.5973
11 N 7.1167 -0.2096 -0.5773
12 C 3.8295 -0.1155 0.3614
13 C 4.4035 -0.1637 1.8126
14 C 3.3661 -0.6156 2.8831
15 C 3.9084 -1.6939 3.7922
16 O 4.9927 -1.6453 4.3035
17 O 3.0462 -2.7428 4.0511
18 C 4.6596 -2.4944 -0.2365
19 I 2.7941 -3.2833 0.4558
20 C 5.1809 -3.2838 -1.3349
21 N 5.6693 -3.9022 -2.1703
22 H -1.7944 -0.2644 -2.2133
23 H -1.4324 -1.6695 -3.1694
24 H -0.5616 -1.4615 -1.6510
25 H 0.5983 0.5466 -2.7199
26 H -1.5719 0.0766 -4.7146
27 H -1.0333 1.5338 -3.9471
28 H -0.0488 0.8440 -5.2704
29 H 0.7512 -2.2367 -3.5757
30 H 0.8522 -1.2766 -5.0206
31 H 3.0242 -2.0015 -3.8287
32 H 2.8863 0.9597 -4.5247
33 H 4.2882 -0.0983 -4.4557
34 H 3.0898 -0.4242 -5.6720
35 H 2.5729 0.4036 -2.1040
36 H 2.1819 -1.2624 -1.5778
37 H 2.7723 -0.3613 0.4278
38 H 3.8957 0.9186 0.0247
39 H 4.7234 0.8311 2.0848
40 H 5.2587 -0.8342 1.8960
41 H 3.0980 0.2538 3.4851
42 H 2.4388 -0.9819 2.4481
43 H 3.2822 -3.5086 3.5033
44 H 5.3410 -2.5481 0.6085
45 C 7.8944 0.8970 3.5514
46 Cl 8.7348 -0.3425 2.6260
47 Cl 9.0379 1.9333 4.4040
48 Cl 6.8483 1.8557 2.4952
49 H 7.2673 0.4049 4.2843
50 C -4.0765 -4.4133 -3.2688
51 Cl -3.9128 -3.3936 -4.6979
52 Cl -2.5466 -4.4997 -2.3932
53 Cl -5.3832 -3.8339 -2.2320
54 H -4.3323 -5.4135 -3.5913
55 C -5.4602 0.0905 0.8686
56 Cl -7.0761 0.1614 1.5718
57 Cl -4.2049 0.0784 2.1139
58 Cl -5.2886 -1.3209 -0.1760
59 H -5.3212 0.9746 0.2604
60 C -7.3677 3.0573 4.7779
61 Cl -6.1532 2.2103 3.8276
62 Cl -6.6218 4.3115 5.7788
63 Cl -8.6161 3.7471 3.7382
64 H -7.8414 2.3420 5.4376
65 C 0.3112 2.5825 -8.5376
66 Cl 1.1952 3.7095 -7.5059
67 Cl 1.0723 0.9908 -8.5148
68 Cl -1.3731 2.4632 -8.0289
69 H 0.3380 2.9605 -9.5506
70 C 1.5569 -6.8570 -0.5495
71 Cl -0.0973 -6.3128 -0.8435
72 Cl 1.6021 -7.9721 0.8149
73 Cl 2.2466 -7.5857 -2.0012
74 H 2.1599 -6.0006 -0.2853
75 C 0.8035 3.5450 -1.2612
76 Cl -0.8736 3.9773 -1.5756
77 Cl 0.8990 2.2731 -0.0365
78 Cl 1.6376 3.0391 -2.7296
79 H 1.3054 4.4228 -0.8747
80 C -0.0088 -5.0228 4.2986
81 Cl -1.6509 -4.4729 3.9668
82 Cl 0.0358 -6.0545 5.7257
83 Cl 0.6571 -5.8770 2.8983
84 H 0.6078 -4.1528 4.4893
85 C -11.9671 4.6618 6.3603
86 Cl -10.2285 4.9298 6.3469
87 Cl -12.8423 6.1877 6.4614
88 Cl -12.4816 3.7533 4.9305
89 H -12.2126 4.0750 7.2352
90 C -4.0266 4.5523 -5.2542
91 Cl -5.6441 4.6176 -4.5542
92 Cl -2.8049 4.4195 -3.9844
93 Cl -3.9027 3.2264 -6.4107
94 H -3.8559 5.4782 -5.7868
95 C 5.0760 -9.9223 -0.9570
96 Cl 3.8727 -10.8117 -0.0245
97 Cl 6.3505 -9.3031 0.0939
98 Cl 5.7505 -10.9300 -2.2384
99 H 4.5826 -9.0771 -1.4180
100 C -11.1904 1.0598 2.3426
101 Cl -10.2662 -0.3125 2.9621
102 Cl -10.2614 1.9616 1.1478
103 Cl -12.7269 0.5150 1.6696
104 H -11.4006 1.7251 3.1697
105 C 9.8695 2.0013 -1.7804
106 Cl 11.5857 1.7452 -2.1021
107 Cl 9.6420 3.0584 -0.3885
108 Cl 9.0569 2.6559 -3.2041
109 H 9.4200 1.0440 -1.5471
110 C 5.5875 -5.3367 4.4350
111 Cl 6.4704 -6.6692 5.1712
112 Cl 6.5010 -4.6336 3.0969
113 Cl 3.9964 -5.8682 3.8788
114 H 5.4415 -4.5670 5.1821
115 C -1.2833 8.0536 -0.0453
116 Cl -1.8565 7.1029 1.3242
117 Cl 0.0968 7.2678 -0.8167
118 Cl -2.5781 8.3189 -1.2113
119 H -0.9571 9.0165 0.3239
120 C -9.0486 9.2432 6.0777
121 Cl -8.4381 10.5654 7.0746
122 Cl -8.0149 7.8230 6.2267
123 Cl -10.7214 8.8636 6.4947
124 H -9.0257 9.5655 5.0454

[2]
# C31H39ClI2KN4O5P2

A molecular structure, C31H39ClI2KN4O5P2 (the ωB97M-V functional and the def2-TZVPD basis, the Open Molecules 2025 dataset).

Its LUMO energy is 1.539 eV. The net charge is -1. The calculation puts the energy relative to the best compared isomer or geometry (same formula, charge and spin) at 15.01 kcal per mole. The frontier orbital gap is 6.375 eV. As for the HOMO energy: -0.1777 Eh.

Atoms and positions in Å:
1 K 1.3171 1.4008 -0.9083
2 I 0.3008 -0.4549 -8.9893
3 C 0.3050 -0.0242 -6.9559
4 C -0.2469 1.1557 -6.4945
5 C -0.2291 1.4377 -5.1394
6 I -1.0635 3.2143 -4.4597
7 C 0.3309 0.5655 -4.1763
8 O 0.3628 0.8351 -2.9274
9 C 0.8798 -0.6550 -4.6900
10 C 1.4209 -1.7222 -3.7537
11 N 2.2806 -1.3167 -2.6468
12 C 3.4740 -0.6263 -3.0780
13 C 4.4083 -0.3143 -1.9303
14 C 5.0849 0.9047 -1.9030
15 C 5.9511 1.1782 -0.8590
16 C 6.1104 0.2209 0.1283
17 C 5.3901 -0.9568 0.0201
18 N 4.5593 -1.2336 -0.9777
19 C 0.8657 -0.9165 -6.0434
20 H -0.6878 1.8623 -7.1853
21 H 1.9731 -2.4493 -4.3587
22 H 0.5818 -2.2711 -3.3111
23 H 1.7109 -0.6883 -2.0938
24 H 3.2662 0.3175 -3.6100
25 H 3.9917 -1.2678 -3.8030
26 H 4.8878 1.6353 -2.6759
27 H 6.4547 2.1337 -0.8020
28 H 6.7517 0.3840 0.9837
29 H 5.4758 -1.7171 0.7913
30 H 1.2989 -1.8437 -6.4034
31 O 3.7197 3.7364 1.6607
32 Cl 3.0075 3.0288 0.6496
33 O 1.5946 3.3946 0.6861
34 O 3.5188 3.3319 -0.6697
35 O 3.1366 1.5951 0.8625
36 C 0.9412 1.6145 3.7905
37 P 0.3693 0.5452 2.4337
38 C -1.4462 0.4498 2.7852
39 N -1.8756 0.6318 4.0008
40 C -3.2249 0.5421 4.2208
41 C -3.7294 0.7232 5.5249
42 C -5.0716 0.5989 5.7588
43 C -5.9551 0.2929 4.7023
44 C -5.4843 0.1220 3.4304
45 C -4.1033 0.2487 3.1696
46 N -3.6448 0.1067 1.8888
47 C -2.3651 0.2144 1.6811
48 P -1.6788 0.0678 -0.0510
49 C -1.8448 1.8361 -0.5463
50 C -3.0228 -0.7736 -1.0336
51 C -2.3984 -1.0139 -2.4164
52 C -4.3224 0.0112 -1.2247
53 C -3.3080 -2.1270 -0.3794
54 C 0.9390 -1.1553 2.9296
55 C 0.7453 -1.4629 4.4126
56 C 0.1913 -2.1929 2.0934
57 C 2.4275 -1.2186 2.5703
58 H 0.5528 1.3420 4.7707
59 H 0.6582 2.6421 3.5610
60 H 2.0322 1.5799 3.7890
61 H -3.0213 0.9539 6.3097
62 H -5.4636 0.7338 6.7584
63 H -7.0140 0.1962 4.9056
64 H -6.1351 -0.1075 2.5969
65 H -2.8471 2.2144 -0.3371
66 H -1.6386 1.9107 -1.6149
67 H -1.1387 2.4893 -0.0243
68 H -2.1481 -0.0801 -2.9218
69 H -3.1190 -1.5592 -3.0321
70 H -1.4830 -1.6044 -2.3519
71 H -4.1480 0.9277 -1.7901
72 H -4.7906 0.2635 -0.2765
73 H -5.0214 -0.5958 -1.8089
74 H -2.3863 -2.6931 -0.2220
75 H -3.9471 -2.7159 -1.0437
76 H -3.8200 -2.0188 0.5764
77 H -0.2925 -1.3249 4.7211
78 H 1.3720 -0.8317 5.0431
79 H 1.0265 -2.5022 4.6079
80 H -0.8780 -2.2111 2.3205
81 H 0.5936 -3.1846 2.3202
82 H 0.3059 -2.0158 1.0236
83 H 3.0139 -0.4660 3.0989
84 H 2.5924 -1.0748 1.5016
85 H 2.8222 -2.2036 2.8408

[3]
# C31H39CoGeO7

A molecular structure, C31H39CoGeO7 (the ωB97M-V functional and the def2-TZVPD basis, the Open Molecules 2025 dataset).

Its LUMO energy (alpha / beta) is -2.367 / -1.894 eV. As for the expectation value of S²: 0.758. As for the spin multiplicity: 2. The net charge is +1. The calculation puts the energy relative to the best compared isomer or geometry (same formula, charge and spin) at 0.00 kcal per mole. The frontier orbital gap (alpha / beta) is 8.425 / 8.898 eV. As for the HOMO energy (alpha / beta): -0.3966 / -0.3966 Eh.

Atoms and positions in Å:
1 Co 0.4524 -0.4827 0.1609
2 C 0.8070 3.0941 -0.9779
3 C 1.5862 2.6155 0.2236
4 O 0.8207 1.6100 0.9007
5 C 0.7583 1.7064 2.3209
6 C 0.7959 0.3151 2.9056
7 O -0.1532 -0.4932 2.1951
8 C -0.1017 -1.8655 2.6154
9 C -1.0313 -2.6349 1.7105
10 O -0.6563 -2.3491 0.3611
11 C -1.7341 -2.2339 -0.5625
12 C -2.3773 -0.8756 -0.4411
13 O -1.3328 0.1083 -0.5080
14 C -1.7266 1.3893 -1.0469
15 C -0.8263 1.8314 -2.1817
16 O 0.5159 1.9782 -1.7924
17 H 1.4108 3.8131 -1.5401
18 H -0.1028 3.6060 -0.6484
19 H 1.7758 3.4520 0.8987
20 H 2.5396 2.1818 -0.0875
21 H -0.1650 2.2214 2.6013
22 H 1.6073 2.2691 2.7138
23 H 0.5283 0.3464 3.9646
24 H 1.7877 -0.1264 2.7900
25 H -0.4296 -1.9454 3.6542
26 H 0.9237 -2.2297 2.5226
27 H -2.0652 -2.3284 1.8885
28 H -0.9433 -3.7074 1.8933
29 H -2.4679 -3.0298 -0.4135
30 H -1.2827 -2.3509 -1.5470
31 H -2.9216 -0.7478 0.4986
32 H -3.0724 -0.7367 -1.2701
33 H -1.7174 2.1080 -0.2257
34 H -2.7489 1.3074 -1.4159
35 H -1.2339 2.7658 -2.5880
36 H -0.8331 1.0830 -2.9753
37 O 2.1326 -1.1983 0.6671
38 C 2.6278 -0.9491 -0.4947
39 O 1.8401 -0.4497 -1.3364
40 C 4.0834 -1.1662 -0.7615
41 C 4.4793 -0.9202 -2.2133
42 Ge 4.0626 -2.4206 -3.4168
43 C 2.3363 -3.2610 -3.0195
44 C 2.1482 -4.0262 -1.8677
45 C 0.9606 -4.7128 -1.6505
46 C -0.0595 -4.6452 -2.5896
47 C 0.1011 -3.8660 -3.7281
48 C 1.2901 -3.1794 -3.9379
49 C 5.4500 -3.7745 -3.1789
50 C 6.7901 -3.3890 -3.1264
51 C 7.7993 -4.3321 -2.9989
52 C 7.4816 -5.6813 -2.9234
53 C 6.1553 -6.0818 -2.9827
54 C 5.1480 -5.1339 -3.1113
55 C 4.0548 -1.8185 -5.2681
56 C 4.2070 -2.7618 -6.2851
57 C 4.1879 -2.3791 -7.6184
58 C 4.0194 -1.0422 -7.9532
59 C 3.8687 -0.0934 -6.9528
60 C 3.8845 -0.4811 -5.6191
61 H 4.3535 -2.1627 -0.4019
62 H 4.6007 -0.4731 -0.0880
63 H 5.5592 -0.7701 -2.2689
64 H 4.0162 -0.0032 -2.5770
65 H 2.9500 -4.1239 -1.1425
66 H 0.8438 -5.3233 -0.7634
67 H -0.9705 -5.2138 -2.4454
68 H -0.6883 -3.8174 -4.4682
69 H 1.4172 -2.5989 -4.8449
70 H 7.0590 -2.3403 -3.1975
71 H 8.8338 -4.0155 -2.9629
72 H 8.2677 -6.4186 -2.8245
73 H 5.9035 -7.1336 -2.9336
74 H 4.1165 -5.4637 -3.1654
75 H 4.3540 -3.8074 -6.0350
76 H 4.3103 -3.1220 -8.3960
77 H 4.0099 -0.7405 -8.9924
78 H 3.7411 0.9503 -7.2105
79 H 3.7604 0.2738 -4.8508

[4]
# C31H39N2O7

A gas-phase ion, C31H39N2O7 (charge -1) at a distorted geometry (the ωB97M-V functional and the def2-TZVPD basis, the Open Molecules 2025 dataset).

Its LUMO energy is 2.780 eV. The net charge is -1. The calculation puts the energy relative to the best compared isomer or geometry (same formula, charge and spin) at 7.05 kcal per mole. The frontier orbital gap is 6.352 eV. As for the HOMO energy: -0.1313 Eh. Its SMILES is CCOC(=O)[C@]1(N(/N=C(\[O-])OCc2ccccc2)C(=O)OCc2ccccc2)CCCCCCCCCCC1=O.

Atoms and positions in Å:
1 C 3.2868 -3.1393 -1.1510
2 C 1.9234 -2.5900 -1.4793
3 O 1.5171 -2.1238 -0.1322
4 C 0.2346 -1.7313 -0.0361
5 O -0.5650 -1.7674 -0.9744
6 C 0.0070 -1.2172 1.3640
7 N 1.0428 0.0688 1.2709
8 N 0.4025 0.9892 0.5814
9 C 0.6737 1.0867 -0.8296
10 O 1.6123 0.6109 -1.4260
11 O -0.3901 1.7254 -1.3856
12 C -0.5091 1.8458 -2.8267
13 C -1.5753 2.9273 -2.9701
14 C -2.9424 2.5925 -3.0798
15 C -3.9191 3.6090 -3.1700
16 C -3.5554 4.9477 -3.0512
17 C -2.2111 5.2938 -2.9350
18 C -1.2256 4.2850 -2.8259
19 C 2.4548 0.3248 1.0945
20 O 3.2363 -0.5715 0.8537
21 O 2.8636 1.6219 1.1493
22 C 4.3105 1.8413 0.6908
23 C 4.5609 3.3350 0.8029
24 C 4.3023 3.8965 2.0617
25 C 4.4899 5.2623 2.3122
26 C 4.9765 6.0993 1.2974
27 C 5.2206 5.5649 0.0210
28 C 5.0367 4.1915 -0.2213
29 C 0.6388 -2.1392 2.4668
30 C 0.4365 -3.7103 2.4208
31 C -0.9815 -4.2986 2.3722
32 C -1.5421 -4.8205 1.0176
33 C -3.0490 -5.0651 0.9294
34 C -3.8987 -3.8015 1.0532
35 C -3.6669 -2.9082 -0.1625
36 C -4.1230 -1.4649 0.1007
37 C -3.0928 -0.3676 -0.2835
38 C -2.2234 0.1459 0.8596
39 C -1.4152 -0.8548 1.6760
40 O -1.9947 -1.3447 2.6606
41 H 3.9040 -3.3641 -2.0427
42 H 3.8009 -2.4213 -0.4696
43 H 3.1313 -4.0923 -0.5956
44 H 1.9732 -1.7243 -2.1654
45 H 1.2206 -3.3657 -1.8444
46 H 0.4450 2.1712 -3.2857
47 H -0.8708 0.8976 -3.2631
48 H -3.2043 1.5181 -3.0653
49 H -4.9568 3.3163 -3.3299
50 H -4.3158 5.7193 -3.0791
51 H -1.8995 6.3333 -2.9183
52 H -0.1697 4.5191 -2.5986
53 H 4.4103 1.4487 -0.3571
54 H 5.0344 1.3493 1.4154
55 H 3.9378 3.2390 2.8585
56 H 4.2774 5.6489 3.3198
57 H 5.1733 7.1572 1.5104
58 H 5.5764 6.2285 -0.7812
59 H 5.2534 3.7661 -1.2051
60 H 1.7243 -1.9682 2.4319
61 H 0.3145 -1.7999 3.4576
62 H 0.9135 -4.1091 3.3455
63 H 1.0541 -4.1074 1.5983
64 H -1.6631 -3.5644 2.8114
65 H -0.9741 -5.1628 3.0597
66 H -1.0458 -5.7781 0.7857
67 H -1.2522 -4.1185 0.2179
68 H -3.3980 -5.7909 1.6647
69 H -3.2548 -5.4896 -0.0598
70 H -3.6494 -3.2276 1.9584
71 H -4.9747 -4.0458 1.0918
72 H -4.2506 -3.3048 -1.0092
73 H -2.6280 -2.9235 -0.5332
74 H -4.3612 -1.3527 1.1708
75 H -5.0426 -1.2891 -0.4944
76 H -3.6810 0.4933 -0.6696
77 H -2.4323 -0.7144 -1.0976
78 H -2.8913 0.6229 1.5910
79 H -1.5753 0.9358 0.4600